C28H29ClMgN2O8SSi as an isolated structure, computed with the ωB97M-V functional and the def2-TZVPD basis.

The geometry in XYZ format:
```
71
Properties=species:S:1:pos:R:3
Mg -0.820 1.120 -0.704
O -0.408 1.611 2.536
C -0.077 2.960 2.379
C 0.708 3.364 1.138
C 1.511 4.484 1.281
C 2.395 4.786 0.222
C 2.325 4.107 -0.946
C 1.230 3.156 -1.138
N 0.622 2.628 0.031
H -1.058 1.312 1.869
H 0.556 3.202 3.238
H -0.975 3.591 2.442
H 1.582 4.980 2.239
H 3.175 5.529 0.371
H 3.019 4.269 -1.759
H 1.478 2.348 -1.830
O 0.151 3.944 -2.002
S -1.108 3.117 -2.427
O -1.756 3.851 -3.472
O -1.908 2.884 -1.203
O -0.588 1.763 -2.772
C -1.865 -1.743 -4.162
Si -2.203 -1.342 -2.352
C -3.151 -2.772 -1.565
C -3.418 0.074 -2.368
N -0.776 -0.919 -1.486
C 0.232 -1.802 -1.319
C 0.331 -3.102 -1.876
C 1.381 -3.969 -1.614
C 2.422 -3.601 -0.776
C 2.392 -2.319 -0.222
C 1.353 -1.462 -0.507
O 1.277 -0.178 0.034
C 2.410 0.336 0.633
C 2.408 0.529 2.002
C 3.526 1.099 2.598
C 4.625 1.463 1.833
C 4.605 1.261 0.459
C 3.496 0.695 -0.149
H -2.804 -1.934 -4.687
H -1.204 -2.597 -4.312
H -1.391 -0.872 -4.620
H -4.107 -2.904 -2.079
H -3.370 -2.523 -0.524
H -2.625 -3.725 -1.572
H -4.231 -0.219 -3.042
H -3.003 1.011 -2.744
H -3.842 0.270 -1.383
H -0.453 -3.443 -2.537
H 1.377 -4.950 -2.077
H 3.242 -4.272 -0.557
H 3.189 -1.993 0.433
H 1.516 0.285 2.560
H 3.522 1.274 3.668
H 5.486 1.924 2.302
H 5.447 1.567 -0.150
H 3.450 0.544 -1.219
Cl -0.815 -5.054 3.959
C -1.427 -3.581 3.217
C -0.650 -2.918 2.285
C -1.146 -1.754 1.714
C -2.403 -1.276 2.053
C -3.167 -1.969 2.988
C -2.681 -3.121 3.584
C -2.990 -0.042 1.389
O -4.190 0.173 1.516
O -2.176 0.626 0.660
H 0.318 -3.307 1.999
H -0.559 -1.222 0.983
H -4.149 -1.585 3.224
H -3.264 -3.666 4.315
```

Computed properties:
DFT total energy   -3144.096632 Eh
Gap between HOMO and LUMO   5.9509 eV
LUMO energy   4.17 eV
Net charge   -2
Maximum force   0.0152 Eh/bohr